Record 1
The following is a quantum chemistry calculation of a structure of composition C38H40N9NaOP, from OMol25.

Positions of all 90 atoms, in Å:
Na  -0.48013  -1.00121  1.33614
C  -1.55879  -2.62238  -2.76696
C  -1.70624  -1.27907  -2.11578
C  -1.24532  -0.12853  -2.75117
C  -1.43254  1.12254  -2.18713
C  -2.09961  1.25653  -0.97824
C  -2.57367  0.12269  -0.33478
C  -2.36283  -1.13283  -0.89216
H  -0.52844  -2.81565  -3.06797
H  -2.18094  -2.68261  -3.66153
H  -1.87806  -3.41918  -2.09711
H  -0.74101  -0.21965  -3.70602
H  -1.06841  2.00363  -2.70044
H  -2.24185  2.23495  -0.54271
H  -3.09787  0.21333  0.60973
H  -2.73765  -2.02040  -0.39021
N  1.97117  -0.43853  -1.68689
C  2.01339  -1.72524  -2.27358
C  2.28812  -1.88722  -3.62852
C  2.38226  -3.14997  -4.18621
C  2.19720  -4.27734  -3.39582
C  1.93057  -4.12435  -2.04657
C  1.83209  -2.85938  -1.47169
P  1.53543  -2.58298  0.29623
C  0.95490  -4.18465  0.93458
C  1.52297  -4.78092  2.05928
C  0.94093  -5.90455  2.62916
C  -0.21300  -6.44605  2.08568
C  -0.78808  -5.85592  0.96851
C  -0.21255  -4.73168  0.40455
C  3.20786  -2.37862  0.96647
C  4.17717  -3.37948  0.90537
C  5.44515  -3.15344  1.40985
C  5.76060  -1.92245  1.97339
C  4.80952  -0.91644  2.02123
C  3.53856  -1.14517  1.51453
H  1.03849  -0.20751  -1.36132
H  2.25256  0.26667  -2.35680
H  2.42521  -1.00736  -4.24684
H  2.59734  -3.25539  -5.24074
H  2.27160  -5.26729  -3.82401
H  1.79707  -5.00404  -1.42958
H  2.42130  -4.37005  2.49556
H  1.40091  -6.36247  3.49562
H  -0.65844  -7.32901  2.52416
H  -1.68575  -6.27503  0.53294
H  -0.67094  -4.28407  -0.46907
H  3.94133  -4.33679  0.45735
H  6.19209  -3.93403  1.35905
H  6.75318  -1.74931  2.36661
H  5.05723  0.04788  2.44549
H  2.80116  -0.35039  1.52752
N  -1.88700  -3.33636  5.87916
N  -0.85090  -2.84278  5.08762
N  0.36300  -2.67805  5.54680
C  0.95685  -2.10788  4.50632
N  0.12194  -1.95122  3.47929
N  -1.04305  -2.42445  3.87640
H  -1.46649  -3.90234  6.61049
H  -2.47079  -3.93212  5.29757
H  1.99470  -1.82626  4.49175
N  3.15297  11.03523  3.86188
C  2.88819  10.01743  3.40141
C  2.55656  8.74977  2.82716
C  1.82282  7.83077  3.56916
C  1.50629  6.60025  3.02047
C  1.91039  6.30770  1.72445
C  2.63876  7.22541  0.97459
C  2.97036  8.44663  1.53080
N  1.56814  5.05321  1.15730
C  2.37904  4.23982  0.39654
C  1.61989  3.15675  0.07297
N  0.35796  3.29515  0.59208
C  0.36476  4.43358  1.23983
H  1.51602  8.07506  4.57606
H  0.96662  5.86640  3.60141
H  2.92400  6.98852  -0.04060
H  3.53502  9.17110  0.96277
H  3.40064  4.50363  0.19208
H  1.90513  2.29314  -0.50405
H  -0.46831  4.88341  1.75533
C  1.31687  1.60779  3.54441
C  -0.17361  1.47607  3.32020
O  -0.50243  1.05772  1.99733
H  1.51696  1.97230  4.55240
H  1.75915  2.30903  2.83568
H  1.81651  0.64546  3.43005
H  -0.68079  2.42398  3.52870
H  -0.60713  0.72714  3.98598
H  -0.27808  1.78773  1.38785

Summary:
- largest force on an atom (eV Å⁻¹) = 0.334
- highest occupied orbital energy (eV) = -10.51
- total charge = +1
- energy above the lowest of the compared OMol25 structures with the same formula, charge and spin (kcal per mole) = 6.78

These are the Löwdin partial charges, in e, on atoms 1 to 8:
1 Na 0.29
2 C -0.03
3 C -0.27
4 C -0.06
5 C -0.07
6 C -0.09
7 C -0.10
8 C -0.07

Record 2
The following is a quantum chemistry calculation of a cluster of 8 separate species, C38H40N8 in total at a distorted geometry, from OMol25.

Positions of all 86 atoms, in Å:
N  -3.81892  1.85932  22.84316
C  -2.85228  2.07321  23.78198
C  -3.31236  3.01044  24.66330
C  -4.61217  3.37481  24.22707
C  -4.89444  2.66575  23.09056
H  -3.73780  1.15931  22.10818
H  -1.88594  1.60975  23.69266
H  -2.89488  3.43710  25.55970
H  -5.17108  4.17197  24.69429
H  -5.71190  2.78474  22.40060
N  -7.23129  7.01213  20.16136
C  -5.93082  6.62929  20.02374
C  -5.48288  6.21380  21.25475
C  -6.56509  6.35176  22.15612
C  -7.64789  6.81490  21.45660
H  -7.78198  7.35753  19.39727
H  -5.41441  6.71614  19.08311
H  -4.48846  5.88809  21.51099
H  -6.60173  6.07533  23.19777
H  -8.64146  7.12459  21.72879
N  1.30638  1.70415  20.46696
C  2.21231  1.30584  21.35283
C  2.16614  1.59084  22.71147
C  1.11866  2.36434  23.19594
C  0.14097  2.72789  22.28517
C  0.31249  2.46758  20.93746
H  3.03405  0.72221  20.94923
H  2.97609  1.29961  23.36722
H  1.02930  2.60437  24.24683
H  -0.72977  3.30271  22.57681
H  -0.41839  2.78560  20.19986
N  -4.99155  -0.24930  28.81323
C  -3.75537  -0.20319  29.28829
C  -2.88463  0.83270  28.99121
C  -3.31950  1.86130  28.17327
C  -4.61542  1.82638  27.69357
C  -5.40795  0.73774  28.02769
H  -3.45802  -1.03036  29.92215
H  -1.88440  0.85676  29.40687
H  -2.69082  2.70556  27.91709
H  -4.98104  2.57964  27.00958
H  -6.39224  0.62265  27.58718
N  -3.09450  0.03615  20.50278
C  -1.79706  -0.14384  20.73556
C  -1.09887  -1.27354  20.33021
C  -1.78934  -2.24588  19.63081
C  -3.11349  -1.99097  19.27049
C  -3.73545  -0.86932  19.77648
H  -1.32388  0.61134  21.34911
H  -0.03232  -1.34968  20.49702
H  -1.34935  -3.20751  19.40202
H  -3.62465  -2.74501  18.68622
H  -4.77462  -0.64377  19.56411
N  0.17854  -2.64345  26.22088
C  -0.30061  -2.10306  25.11174
C  -0.48805  -0.73921  24.93982
C  -0.23443  0.09809  26.00662
C  0.25858  -0.46909  27.18078
C  0.43038  -1.83455  27.24657
H  -0.49653  -2.78662  24.29139
H  -0.90084  -0.34092  24.02177
H  -0.43915  1.16042  25.96855
H  0.37139  0.22897  28.00185
H  0.74738  -2.32682  28.15929
N  -5.43657  8.10310  25.35279
C  -5.73262  8.38512  26.62792
C  -5.10764  7.80291  27.71167
C  -4.12081  6.86523  27.47545
C  -3.78899  6.54901  26.15716
C  -4.49006  7.19394  25.15381
H  -6.60362  9.01992  26.75281
H  -5.44015  7.99132  28.72376
H  -3.68602  6.27323  28.27214
H  -3.19216  5.66498  25.98344
H  -4.24238  6.95519  24.12174
N  -2.81889  3.46398  18.81664
C  -2.97277  3.01419  17.57125
C  -4.09401  2.33847  17.12735
C  -5.10143  2.06566  18.03605
C  -4.95981  2.52952  19.33046
C  -3.80136  3.21901  19.66949
H  -2.16748  3.25381  16.88445
H  -4.16895  1.95782  16.11743
H  -5.97967  1.47933  17.79333
H  -5.68188  2.31104  20.10590
H  -3.72503  3.59149  20.68625

Summary:
- largest force on an atom (eV Å⁻¹) = 1.363
- highest occupied orbital energy (eV) = -8.15
- SMILES string = c1cc[nH]c1.c1cc[nH]c1.c1ccncc1.c1ccncc1.c1ccncc1.c1ccncc1.c1ccncc1.c1ccncc1
- energy above the lowest of the compared OMol25 structures with the same formula, charge and spin (kcal per mole) = 0.00

These are the Löwdin partial charges, in e, on atoms 1 to 8:
1 N 0.04
2 C -0.14
3 C -0.12
4 C -0.12
5 C -0.13
6 H 0.10
7 H 0.07
8 H 0.07

Record 3
The following is a quantum chemistry calculation of a cluster of 11 separate species, C6H32NO10 in total at a distorted geometry, from OMol25.

Positions of all 49 atoms, in Å:
C  0.82529  -0.47842  -1.28492
C  -0.39083  -1.34470  -1.50637
C  -0.22801  -2.72639  -0.87991
C  -0.57344  -2.98405  0.39606
C  0.06297  -4.14635  1.02187
C  1.40474  -4.12056  1.08951
N  0.71385  0.00695  0.13932
H  0.93604  0.30966  -2.00829
H  1.79870  -1.00698  -1.50583
H  -1.34920  -0.99554  -1.06228
H  -0.58499  -1.39693  -2.58918
H  0.23894  -3.50451  -1.50431
H  -1.24221  -2.39297  1.02208
H  -0.58571  -4.97422  1.49185
H  1.85893  -3.21203  0.60341
H  1.97737  -4.97612  1.50003
H  -0.27297  -0.02457  0.45566
H  1.08638  0.94151  0.22309
H  1.20869  -0.67521  0.75668
H  3.84527  3.61511  0.03525
H  3.26076  2.72763  1.16584
O  3.22330  2.87227  0.18221
H  -3.57592  -2.58857  -2.03003
H  -3.51522  -2.09691  -3.40270
O  -3.24523  -1.82378  -2.51916
H  1.17590  2.96773  -1.63758
H  0.11730  3.80795  -0.62935
O  0.62910  3.03682  -0.85033
H  2.39388  3.41878  -3.92737
H  1.15150  2.57454  -4.15709
O  1.51950  3.24849  -3.57307
H  -5.29125  1.47613  0.53656
H  -4.34482  0.96521  -0.71125
O  -4.52159  0.98298  0.23529
H  -4.30484  -0.58255  1.41278
H  -4.75441  -0.95574  2.81200
O  -4.21138  -1.26841  2.08717
H  3.52135  1.39627  -0.36499
H  4.27838  0.25950  -0.65407
O  3.34742  0.50936  -0.80817
H  -2.64162  0.57280  0.81763
H  -2.02368  -0.25844  1.91626
O  -1.79085  0.24793  1.13144
H  3.64847  1.05348  4.20607
H  2.61471  2.16131  4.01928
O  3.51281  1.90333  3.74604
H  -0.80654  2.21522  2.07764
H  -0.07266  2.60939  0.78148
O  -0.02417  2.65360  1.74375

Summary:
- largest force on an atom (eV Å⁻¹) = 2.374
- highest occupied orbital energy (eV) = -11.80
- total charge = +1
- energy above the lowest of the compared OMol25 structures with the same formula, charge and spin (kcal per mole) = 43.88

These are the natural (NBO) partial charges, in e, on atoms 1 to 8:
1 C -0.22
2 C -0.49
3 C -0.17
4 C -0.26
5 C -0.22
6 C -0.38
7 N -0.72
8 H 0.23

Record 4
The following is a quantum chemistry calculation of a structure of composition C6H12N at a distorted geometry, from OMol25.

Positions of all 19 atoms, in Å:
C  0.94623  -2.09759  -1.21158
C  1.24757  -1.13286  -0.30564
C  1.12228  1.66153  -0.36368
C  0.88376  1.31057  1.03451
C  -1.61302  -0.61322  0.65109
C  -1.12508  0.49364  -0.26111
N  0.30623  0.53837  -0.05303
H  1.52030  -3.05937  -1.11760
H  0.11616  -2.17052  -1.81595
H  2.02192  -1.00010  0.52569
H  0.57555  2.44771  -0.79886
H  2.15523  1.64642  -0.76874
H  1.67786  0.93340  1.61813
H  0.11997  1.77865  1.67191
H  -0.76062  -1.34279  0.78403
H  -1.97388  -0.16244  1.64538
H  -2.37200  -1.38629  0.29109
H  -1.65730  1.46517  0.03136
H  -1.20461  0.30304  -1.41638

Summary:
- largest force on an atom (eV Å⁻¹) = 5.196
- highest occupied orbital energy (eV) = -15.26
- total charge = +1
- energy above the lowest of the compared OMol25 structures with the same formula, charge and spin (kcal per mole) = 99.47

These are the natural (NBO) partial charges, in e, on atoms 1 to 8:
1 C -0.40
2 C 0.05
3 C -0.23
4 C -0.23
5 C -0.66
6 C -0.24
7 N -0.24
8 H 0.28

Record 5
The following is a quantum chemistry calculation of a structure of composition C5H12O3 at a distorted geometry, from OMol25.

Positions of all 20 atoms, in Å:
C  -0.25788  -1.16035  0.69552
C  -1.20270  -1.25992  1.88695
O  1.07989  -1.47617  1.08970
O  -0.65819  -1.77423  -0.40758
H  -0.44906  -0.92047  -1.30841
H  1.31176  -2.27591  0.60110
H  -0.18260  -0.02006  0.42645
H  -0.80715  -0.71026  2.74047
H  -2.18138  -0.86699  1.61431
H  -1.30972  -2.30722  2.16869
C  1.45840  1.50367  -0.43830
C  0.06423  1.15532  -0.87314
C  -0.20748  0.29059  -1.93947
O  -0.93219  2.00920  -0.50782
H  -0.66435  2.52463  0.26311
H  2.13914  0.67818  -0.63151
H  1.80096  2.39368  -0.97302
H  1.49880  1.69939  0.63544
H  0.63490  0.04143  -2.57426
H  -1.13539  0.47549  -2.46823

Summary:
- largest force on an atom (eV Å⁻¹) = 1.726
- highest occupied orbital energy (eV) = -9.14
- energy above the lowest of the compared OMol25 structures with the same formula, charge and spin (kcal per mole) = 64.15

These are the natural (NBO) partial charges, in e, on atoms 1 to 8:
1 C 0.42
2 C -0.64
3 O -0.76
4 O -0.72
5 H 0.42
6 H 0.48
7 H 0.10
8 H 0.21